Record 1
Below is a structure of composition C5H4CsO2 in a non-equilibrium geometry, with properties calculated with wB97M-V/def2-TZVPD.

Results
Relative energy (zero: lowest compared OMol25 entry of this formula, charge and spin) (kcal/mol): 0.0
LUMO level (eV): -3.9052
Charge: +1
HOMO (hartree): -0.36082
Calculated total energy (eV): -9881.6518

```
12
Properties=species:S:1:pos:R:3:mulliken_charge:R:1
O 0.449 2.036 2.114 -0.51
C 0.679 0.637 1.771 -0.27
H 0.332 2.622 1.362 0.31
H -0.199 0.122 2.175 0.30
H 1.480 -0.112 2.142 0.27
C 0.915 0.566 0.323 -0.14
C 0.887 1.093 -0.873 -0.51
H 1.377 1.692 -1.634 0.36
C 0.127 -0.172 -0.752 -0.13
C -0.716 -1.016 -1.207 0.91
O -1.597 -1.733 -1.591 -0.58
Cs -3.735 -5.736 -3.830 1.00
```



Record 2
Below is a structure of composition C25H29BN8O3S8SbTc in a non-equilibrium geometry, with properties calculated with wB97M-V/def2-TZVPD.

Results
Relative energy (zero: lowest compared OMol25 entry of this formula, charge and spin) (kcal/mol): 64.2
LUMO level (eV): -6.6630
Charge: +2
HOMO (hartree): -0.45940
Calculated total energy (eV): -140540.1739

```
76
Properties=species:S:1:pos:R:3:mulliken_charge:R:1
Tc -0.595 0.062 0.574 0.14
N 2.253 7.877 0.339 -0.45
C 1.506 6.764 0.503 1.18
C 1.410 5.807 -0.529 -1.01
C 0.650 4.679 -0.362 -0.35
C -0.037 4.485 0.842 -0.09
C 0.052 5.417 1.884 -0.48
C 0.810 6.543 1.711 -0.85
S -1.006 3.098 1.041 1.16
O -1.462 2.660 -0.282 -0.39
O -1.995 3.264 2.054 -0.67
N -0.082 1.719 1.460 0.21
C 0.217 1.604 2.845 0.14
N 0.627 2.653 3.521 -0.43
C 0.904 2.444 4.807 -0.31
C 0.771 1.197 5.396 -0.85
C 0.305 0.181 4.588 0.12
N 0.012 0.377 3.300 -0.03
H 2.695 8.076 -0.540 0.20
H 2.277 8.591 1.043 0.20
H 1.927 5.977 -1.466 0.33
H 0.564 3.963 -1.170 0.34
H -0.494 5.253 2.803 0.51
H 0.870 7.281 2.501 0.32
H 1.239 3.305 5.373 0.45
H 1.001 1.030 6.439 0.43
H 0.148 -0.815 4.982 0.34
C 3.372 -0.149 -3.573 -0.95
N 3.447 -1.258 -2.619 0.19
C 4.571 -1.548 -1.865 -0.45
C 4.292 -2.659 -1.148 -0.48
N 3.002 -3.040 -1.446 -0.12
B 2.297 -4.346 -0.965 0.10
N 1.278 -4.136 0.261 0.42
C 0.821 -5.296 0.847 -0.83
C 0.027 -4.964 1.884 -0.44
N -0.004 -3.588 1.934 0.27
C -0.593 -2.877 3.058 -0.86
C 0.764 -3.099 0.931 0.18
S 1.080 -1.438 0.419 0.11
C 2.514 -2.173 -2.333 -0.13
S 0.853 -2.376 -2.875 0.16
H 4.383 0.213 -3.735 0.33
H 2.757 0.656 -3.178 0.34
H 2.962 -0.495 -4.517 0.39
H 5.467 -0.956 -1.936 0.48
H 4.909 -3.233 -0.479 0.53
H 1.658 -4.808 -1.879 -0.02
H 3.149 -5.088 -0.558 -0.14
H 1.118 -6.263 0.478 0.55
H -0.497 -5.575 2.599 0.53
H -1.583 -3.277 3.257 0.38
H -0.647 -1.818 2.837 0.07
H 0.026 -3.028 3.941 0.47
S -1.169 3.590 -3.708 -0.43
Sb -2.277 2.166 -2.477 0.80
S -0.118 0.730 -1.684 -0.12
S 0.151 -0.550 -3.352 -0.04
S -3.344 -0.432 -4.689 -0.13
C -3.451 -2.248 1.096 -1.18
S -2.588 -1.051 0.106 1.06
O -3.151 0.310 0.384 -0.62
C -3.084 -1.532 -1.524 0.38
C -4.112 -0.855 -2.049 -0.91
C -4.519 -1.104 -3.438 -0.35
C -3.761 -2.159 -4.180 -0.53
C -2.770 -2.954 -3.435 -0.78
C -2.416 -2.637 -2.187 -0.72
H -4.497 -2.204 0.796 0.49
H -3.333 -1.946 2.137 0.40
H -3.031 -3.239 0.915 0.39
H -4.646 -0.117 -1.462 0.57
H -5.551 -0.919 -3.699 0.66
H -4.279 -2.663 -4.984 0.62
H -2.357 -3.830 -3.922 0.49
H -1.683 -3.226 -1.645 0.68
```



Record 3
Below is the ion C2H7N2S2 with charge +1 in a non-equilibrium geometry, with properties calculated with wB97M-V/def2-TZVPD.

Results
Relative energy (zero: lowest compared OMol25 entry of this formula, charge and spin) (kcal/mol): 33.7
LUMO level (eV): -3.4687
Charge: +1
SMILES string: N[C@@H]1[NH2+]CSS1
HOMO (hartree): -0.48817
Calculated total energy (eV): -26830.4715

```
13
Properties=species:S:1:pos:R:3:mulliken_charge:R:1
C 0.689 -1.457 -0.237 -0.50
C -0.299 0.911 -0.301 -0.18
N -0.806 1.223 0.975 -0.56
N -0.631 -0.614 -0.408 -0.17
S 1.923 -0.446 0.572 -0.01
S 1.596 1.100 -0.635 0.02
H 0.485 -2.395 0.400 0.37
H 1.030 -1.564 -1.212 0.39
H -0.524 1.617 -1.122 0.42
H -0.104 1.032 1.710 0.27
H -1.018 2.181 0.992 0.27
H -1.255 -0.750 -1.172 0.32
H -1.087 -0.838 0.439 0.36
```



Record 4
Below is the molecule C3H3NS3, with properties calculated with wB97M-V/def2-TZVPD.

Results
Relative energy (zero: lowest compared OMol25 entry of this formula, charge and spin) (kcal/mol): 55.2
LUMO level (eV): -1.3033
SMILES string: S=CC(C=S)=NS
HOMO (hartree): -0.32512
Calculated total energy (eV): -37153.0523

```
10
Properties=species:S:1:pos:R:3:mulliken_charge:R:1
C -0.156 -0.484 0.023 0.86
C -0.102 0.922 0.537 -0.57
C 1.050 -1.299 -0.206 -0.32
H -3.498 -1.363 -0.226 0.18
H -0.618 1.064 1.475 0.37
H 0.769 -2.273 -0.644 0.33
N -1.260 -1.106 -0.208 -0.42
S -2.722 -0.281 0.041 -0.11
S 0.604 2.138 -0.227 -0.13
S 2.581 -0.889 0.106 -0.21
```



Record 5
Below is a cluster of 2 separate species, C4H5Br in total in a non-equilibrium geometry, with properties calculated with wB97M-V/def2-TZVPD.

Results
Relative energy (zero: lowest compared OMol25 entry of this formula, charge and spin) (kcal/mol): 86.0
LUMO level (spin up / spin down) (eV): -1.1781 / -3.1915
HOMO (spin up / spin down) (hartree): -0.37794 / -0.30773
Calculated total energy (eV): -74266.2331

```
10
Properties=species:S:1:pos:R:3:mulliken_charge:R:1
C -0.128 -0.126 0.414 0.77
C -0.898 0.188 1.505 -0.75
C -0.199 -0.517 -0.974 -0.42
C 1.095 -0.401 -0.081 -0.77
Br 1.854 2.239 -2.122 -0.11
H -0.668 0.639 2.468 0.28
H -1.966 0.180 1.399 0.25
H -0.550 -1.518 -1.209 0.21
H -0.533 0.249 -1.582 0.24
H 1.993 -0.932 0.183 0.30
```



Record 6
Below is a cluster of 4 separate species, C40H65NO16P in total in a non-equilibrium geometry, with properties calculated with wB97M-V/def2-TZVPD.

Results
LUMO level (eV): -4.8557
Charge: +1
HOMO (hartree): -0.38860
Calculated total energy (eV): -86053.5774

```
123
Properties=species:S:1:pos:R:3:mulliken_charge:R:1
C 4.581 -3.521 -2.913 -0.95
C 3.704 -4.136 -1.715 -0.49
C 2.156 -3.613 -1.723 0.69
C 1.129 -4.684 -2.348 -0.35
C 0.051 -4.021 -3.387 -0.56
C -1.457 -4.435 -3.019 -0.73
C -2.228 -3.434 -2.020 -1.01
C -1.337 -2.271 -1.399 -0.09
C -1.374 -0.881 -2.086 0.15
P -2.407 -0.523 -3.675 0.24
C -1.194 -0.127 -5.113 -0.91
O -3.407 0.851 -3.447 -0.51
C -0.478 0.253 -1.427 -0.15
C -0.554 1.687 -2.152 0.21
O -1.495 2.453 -1.839 -0.50
O 0.435 1.960 -3.122 -0.46
C 0.411 -0.033 -0.153 0.72
C 1.350 1.090 0.482 -0.39
O 0.752 2.403 0.561 0.63
C 1.655 3.410 0.031 0.42
C 1.291 4.285 -1.222 -0.22
C 2.277 5.347 -1.833 0.09
C 1.851 6.185 -3.155 -1.28
C 3.681 5.590 -1.219 -0.65
C 4.048 4.768 0.054 -0.85
C 3.067 3.702 0.673 -0.10
C 3.604 2.947 1.988 0.19
C 2.455 2.850 3.152 -0.88
C 4.337 1.541 1.696 -0.80
C 0.315 -1.497 0.415 -0.01
C 1.149 -1.940 1.702 -0.30
O 0.373 -2.593 2.732 -0.33
C -0.197 -1.653 3.660 0.58
C -1.614 -1.006 3.269 -0.40
O 0.430 -1.442 4.721 -0.52
N -0.525 -2.521 -0.214 1.58
O -0.574 -3.801 0.257 -0.34
H 5.694 -3.446 -2.633 0.34
H 4.220 -2.471 -3.178 0.25
H 4.528 -4.265 -3.786 0.21
H 3.771 -5.275 -1.616 0.33
H 4.147 -3.711 -0.731 0.30
H 2.051 -2.583 -2.221 0.10
H 1.880 -3.519 -0.602 -0.83
H 0.567 -5.308 -1.551 0.24
H 1.757 -5.463 -2.932 0.25
H 0.224 -2.905 -3.555 0.13
H 0.284 -4.532 -4.401 0.47
H -2.028 -4.514 -4.023 0.32
H -1.431 -5.507 -2.603 0.32
H -2.703 -4.036 -1.166 0.36
H -3.115 -2.995 -2.616 0.35
H -0.136 0.086 -4.743 0.21
H -1.591 0.725 -5.783 0.38
H -1.158 -1.078 -5.761 0.33
H -4.093 0.630 -2.776 0.33
H 1.113 1.238 -3.140 0.43
H 1.781 0.826 1.504 -1.09
H 2.261 1.190 -0.230 0.37
H 0.281 4.200 -1.766 0.28
H 2.762 6.306 -3.843 0.37
H 0.945 5.742 -3.687 0.30
H 1.573 7.228 -2.781 0.31
H 4.354 6.351 -1.730 0.33
H 5.082 4.982 0.517 0.27
H 4.412 3.640 2.444 0.73
H 2.130 1.774 3.353 0.24
H 1.590 3.535 2.815 0.09
H 2.870 3.346 4.112 0.33
H 4.341 1.275 0.578 0.17
H 5.395 1.551 2.142 0.35
H 3.756 0.727 2.274 0.15
H 1.922 -2.722 1.338 0.04
H 1.753 -1.108 2.196 0.33
H -2.262 -1.041 4.206 0.37
H -1.411 0.058 2.910 -0.02
H -2.091 -1.690 2.489 0.15
H -1.340 -3.807 0.879 0.36
C -2.356 3.181 0.758 -0.77
C -1.390 4.228 1.280 0.60
O -2.040 5.496 1.422 -0.51
C -2.807 5.633 2.516 0.59
O -2.981 4.795 3.372 -0.56
O -3.370 6.852 2.479 -0.38
C -4.287 7.099 3.544 -0.44
H -2.833 3.524 -0.163 0.27
H -1.838 2.241 0.560 -0.17
H -3.156 2.987 1.478 0.51
H -0.582 4.367 0.561 -0.12
H -0.931 3.919 2.224 0.20
H -3.831 6.901 4.516 0.07
H -5.185 6.492 3.410 0.29
H -4.570 8.151 3.505 0.31
C 1.437 -9.336 -8.453 -1.11
C 2.674 -8.901 -7.690 -0.17
O 2.317 -8.161 -6.515 -0.34
C 1.911 -8.898 -5.469 0.64
O 1.831 -10.101 -5.433 -0.55
O 1.578 -8.058 -4.470 -0.18
C 1.042 -8.711 -3.321 -0.65
H 0.795 -8.477 -8.666 0.29
H 1.713 -9.815 -9.395 0.36
H 0.841 -10.042 -7.871 0.31
H 3.269 -8.231 -8.314 0.29
H 3.310 -9.753 -7.434 0.31
H 1.703 -9.506 -2.970 0.35
H 0.050 -9.108 -3.548 0.32
H 0.946 -7.969 -2.527 0.12
C -4.479 4.537 5.980 -0.91
C -3.247 4.955 6.759 -0.10
O -3.610 5.683 7.939 -0.36
C -4.029 4.936 8.973 0.73
O -4.116 3.731 8.993 -0.55
O -4.364 5.765 9.977 -0.34
C -4.914 5.101 11.114 -0.63
H -5.115 5.402 5.772 0.22
H -4.199 4.069 5.037 0.20
H -5.086 3.828 6.549 0.43
H -2.642 5.628 6.147 0.22
H -2.619 4.096 7.010 0.34
H -4.261 4.298 11.461 0.29
H -5.907 4.714 10.874 0.29
H -5.013 5.836 11.915 0.23
```



Record 7
Below is a cluster of 2 separate species, C5H11FO in total in a non-equilibrium geometry, with properties calculated with wB97M-V/def2-TZVPD.

Results
Relative energy (zero: lowest compared OMol25 entry of this formula, charge and spin) (kcal/mol): 42.3
LUMO level (eV): 0.8853
SMILES string: C=C(C)F.CCO
HOMO (hartree): -0.33334
Calculated total energy (eV): -10125.8237

```
18
Properties=species:S:1:pos:R:3:mulliken_charge:R:1
C -3.019 0.685 0.053 -0.98
C 2.528 -0.929 0.872 -0.77
C 1.871 -0.153 -1.521 -1.26
C -1.619 0.533 0.615 -0.33
C 2.321 -0.042 -0.097 0.78
O -0.923 -0.685 0.328 -0.46
F 2.553 1.211 0.368 -0.30
H -2.912 1.246 -0.807 0.27
H -3.511 -0.283 -0.179 0.32
H -3.810 1.127 0.778 0.27
H -1.644 -1.256 0.550 0.24
H 2.379 -1.961 0.729 0.28
H 2.920 -0.588 1.883 0.23
H 2.384 -0.905 -1.980 0.40
H 2.032 0.723 -1.963 0.43
H 0.771 -0.346 -1.752 0.20
H -1.488 0.447 1.742 0.30
H -0.833 1.177 0.381 0.37
```



Record 8
Below is the molecule C4H6N4 in a non-equilibrium geometry, with properties calculated with wB97M-V/def2-TZVPD.

Results
Relative energy (zero: lowest compared OMol25 entry of this formula, charge and spin) (kcal/mol): 149.1
LUMO level (eV): -0.6404
SMILES string: C=N/N=C/C=N/N=C
HOMO (hartree): -0.33796
Calculated total energy (eV): -10199.4754

```
14
Properties=species:S:1:pos:R:3:mulliken_charge:R:1
C 3.938 -0.083 0.053 -0.26
C 0.622 0.317 0.036 -0.03
C -0.653 -0.421 -0.012 -0.11
C -3.955 0.165 0.013 -0.24
H 4.227 -1.105 0.437 0.27
H 4.733 0.570 0.029 0.30
H 0.825 1.438 0.423 0.31
H -0.654 -1.451 0.037 0.52
H -5.094 -0.205 0.347 0.23
H -3.861 1.208 -0.177 0.34
N 2.748 0.359 -0.411 -0.36
N 1.623 -0.588 -0.244 -0.30
N -1.703 0.304 -0.254 -0.24
N -2.794 -0.508 -0.278 -0.41
```